Formula: C17H35Cl4NO14
Source: OMol25
Level of theory: wB97M-V/def2-TZVPD

Output
Maximum force, eV Å⁻¹: 4.71
E, eV: -98435.713
HOMO, eV: -10.6
Energy relative to the best compared isomer or geometry (same formula, charge and spin), kcal per mole: 58.3
HOMO-LUMO gap, eV: 10.9
2S+1: 1

Atoms and positions in Å:
C: 1.353 -3.908 -8.721
N: 2.347 -3.230 -7.793
O: 2.074 -2.959 -6.617
O: 3.400 -3.094 -8.251
H: 0.324 -3.859 -8.365
H: 1.754 -4.917 -8.619
H: 1.457 -3.509 -9.729
C: 8.920 -2.483 0.143
O: 9.614 -2.498 1.377
C: 10.927 -2.247 1.385
O: 11.672 -2.136 0.442
O: 11.241 -2.069 2.708
C: 12.540 -1.600 3.094
H: 9.365 -3.204 -0.543
H: 9.136 -1.549 -0.376
H: 7.881 -2.802 0.231
H: 13.307 -2.365 2.971
H: 12.596 -1.427 4.169
H: 12.766 -0.618 2.678
C: -6.186 -5.670 1.093
O: -4.934 -5.627 0.553
C: -3.867 -6.007 1.260
O: -3.784 -6.277 2.445
O: -2.773 -5.820 0.391
C: -1.468 -5.930 0.813
H: -6.434 -6.732 1.091
H: -6.869 -5.028 0.537
H: -6.099 -5.375 2.138
H: -1.365 -6.580 1.682
H: -1.232 -4.949 1.225
H: -0.863 -6.017 -0.089
C: -13.403 7.811 -1.683
O: -12.723 6.594 -1.544
C: -11.447 6.528 -1.159
O: -10.820 7.448 -0.656
O: -10.978 5.329 -1.350
C: -9.672 4.989 -1.073
H: -14.457 7.696 -1.933
H: -12.973 8.470 -2.437
H: -13.455 8.346 -0.734
H: -8.961 5.340 -1.821
H: -9.538 3.911 -1.172
H: -9.362 5.300 -0.076
C: -1.972 -1.301 7.258
O: -1.831 0.013 7.818
C: -0.632 0.641 7.918
O: 0.428 0.249 7.551
O: -0.781 1.626 8.756
C: 0.361 2.259 9.361
H: -1.446 -1.339 6.304
H: -3.017 -1.450 6.989
H: -1.568 -1.960 8.026
H: 0.863 2.812 8.566
H: 0.995 1.638 9.992
H: 0.058 3.154 9.905
Cl: 8.486 3.140 -6.877
C: 6.900 3.638 -6.077
C: 5.830 3.564 -7.197
Cl: 4.221 3.690 -6.552
H: 6.945 4.585 -5.540
H: 6.646 2.827 -5.394
H: 5.764 2.538 -7.559
H: 5.913 4.334 -7.965
Cl: 1.583 1.916 0.446
C: 0.537 0.903 -0.651
C: -0.942 0.772 -0.196
Cl: -1.536 2.445 -0.345
H: 1.095 -0.030 -0.578
H: 0.699 1.321 -1.645
H: -1.042 0.553 0.868
H: -1.568 0.182 -0.865

Cartesian forces (eV/Å) of the 3 atoms listed first:
0.0 -0.2 0.9
-3.6 0.1 2.5
-0.7 -0.4 -1.2

Atom charges from the Löwdin analysis, given in e for atoms 1 to 6: 0.0552 -0.4774 0.0387 0.0958 0.0919 0.0998